The following is a DFT calculation (the ωB97M-V functional and the def2-TZVPD basis) of an isolated molecule of C6H10O.

CARTESIAN COORDINATES (ANGSTROEM)
C -1.8124 0.6812 -1.3048
O -1.0339 1.0350 -0.1771
C 0.3403 0.9275 -0.3721
C 1.0471 -0.3929 -0.4233
C 0.3265 -1.4049 0.4673
C 0.4976 -0.4469 1.6775
C 1.2121 0.5558 0.7712
H -2.4633 1.5213 -1.5761
H -2.4419 -0.1862 -1.0657
H -1.1804 0.4281 -2.1637
H 0.7639 1.6826 -1.0401
H 1.7581 -0.6347 -1.2089
H 0.8827 -2.3378 0.5904
H -0.7026 -1.6421 0.1757
H 1.1597 -0.8620 2.4417
H -0.4207 -0.0853 2.1489
H 2.0671 1.1612 1.0591

Computed properties:
Energy relative to the best compared isomer or geometry (same formula, charge and spin), kcal per mole: 43.2
Lowest unoccupied orbital energy, eV: 1.1
E_HOMO, eV: -9.29
Gap between HOMO and LUMO, eV: 10.42